Record 1
Here is the molecule C7H7Br2NO2 at a distorted geometry from the OMol25 dataset. Energies are from ωB97M-V/def2-TZVPD.

Multiplicity ... 1
Relative energy (zero: lowest compared OMol25 entry of this formula, charge and spin) ... 0.0 kJ/mol
Max |F| ... 4.277 eV Å⁻¹
SMILES ... CC1=CC=C[C@@](Br)([N+](=O)[O-])[C@H]1Br
LUMO energy ... -0.3 eV

The geometry in XYZ format:
```
19
C7H7Br2NO2 (ωB97M-V/def2-TZVPD)
C 0.92259 0.03403 -1.58173
C 0.29192 0.10588 -0.23969
C 0.20468 -1.07501 0.47742
C -0.40008 -1.14980 1.79546
C -1.18908 -0.22337 2.29460
C -1.34493 1.13594 1.68047
Br -3.08218 1.27453 0.70387
N -1.14372 2.19115 2.66098
O -0.25816 2.00761 3.41273
O -1.90726 3.11214 2.64503
C -0.08874 1.38351 0.48008
Br 1.51518 2.11109 1.25967
H 2.00935 -0.12227 -1.67634
H 0.90033 0.83379 -2.32462
H 0.57736 -0.91308 -2.11105
H 0.25522 -1.97663 -0.05934
H -0.31840 -2.03022 2.37287
H -1.64396 -0.41055 3.23386
H -0.44057 2.05852 -0.20580
```

Charges in e, computed with Mulliken, in the same order as the atoms: C -1.572; C 0.832; C -0.340; C -0.531; C -0.677; C 0.364; Br -0.082; N 0.937; O -0.486; O -0.617; C -0.769; Br -0.038; H 0.316; H 0.376; H 0.307; H 0.404; H 0.431; H 0.443; H 0.702

Record 2
Here is the molecule C19H18F3N5 at a distorted geometry from the OMol25 dataset. Energies are from ωB97M-V/def2-TZVPD.

Multiplicity ... 1
Max |F| ... 7.173 eV Å⁻¹
SMILES ... CN1C[C@@H]2C[C@H]1CN2c1ncc(-c2ccc3[nH]c(C(F)(F)F)cc3c2)cn1
LUMO energy ... 0.5 eV

The geometry in XYZ format:
```
45
C19H18F3N5 (ωB97M-V/def2-TZVPD)
C 0.63162 -4.67966 5.88384
N 0.37599 -3.80527 4.72993
C 1.63390 -3.25472 4.17761
C 1.45440 -1.71799 4.18161
C 0.65005 -1.62416 5.39687
C -0.38710 -2.59705 5.17106
C -0.97430 -1.91122 3.85443
N 0.33438 -1.38847 3.25896
C 0.39019 -0.54411 2.10531
N -0.70284 0.04154 1.65833
C -0.85884 0.38849 0.43642
C 0.25142 0.34636 -0.44797
C 0.18388 0.82939 -1.87247
C -1.00751 0.75022 -2.49553
C -1.08742 1.21887 -3.83036
C 0.08961 1.47194 -4.63855
N 0.42347 1.49731 -5.98535
C 1.83057 1.56748 -6.22199
C 2.44860 1.81571 -7.58864
F 1.59331 1.68736 -8.61200
F 3.33988 0.89869 -7.66833
F 2.82184 3.11466 -7.67908
C 2.40378 1.48399 -4.97810
C 1.26476 1.47848 -3.97091
C 1.26785 1.34508 -2.50769
C 1.39411 -0.13972 0.03848
N 1.48471 -0.59004 1.27422
H 1.23653 -4.01849 6.52503
H 1.11294 -5.54455 5.42712
H -0.29790 -4.96667 6.36989
H 2.48645 -3.70428 4.77238
H 1.96519 -3.54935 3.17303
H 2.31155 -1.09047 4.19624
H 0.29696 -0.55158 5.52943
H 1.42899 -1.90810 6.25096
H -1.21624 -2.74203 5.84821
H -1.69072 -1.11780 4.10593
H -1.39957 -2.63853 3.23875
H -1.78060 0.79994 -0.04873
H -1.88142 0.53654 -1.97405
H -2.01933 1.17733 -4.38120
H -0.19546 1.18385 -6.68395
H 3.46654 1.51022 -4.72897
H 2.21186 1.66289 -2.20408
H 2.27783 -0.19785 -0.58724
```

Charges in e, computed with Mulliken, in the same order as the atoms: C -1.022; N -0.243; C -0.865; C -0.138; C -0.829; C -0.064; C -0.864; N 0.208; C 0.147; N -0.552; C -0.314; C 0.469; C 0.949; C -0.739; C -0.962; C -0.352; N -0.085; C -0.239; C 0.962; F -0.294; F -0.215; F -0.241; C -0.882; C 1.319; C -0.899; C -0.505; N -0.560; H 0.374; H 0.347; H 0.296; H 0.331; H 0.365; H 0.544; H 0.355; H 0.307; H 0.493; H 0.375; H 0.417; H 0.262; H 0.391; H 0.347; H 0.211; H 0.386; H 0.519; H 0.490

Record 3
Here is the molecule C4H3N3 at a distorted geometry from the OMol25 dataset. Energies are from ωB97M-V/def2-TZVPD.

Multiplicity ... 1
Relative energy (zero: lowest compared OMol25 entry of this formula, charge and spin) ... 277.8 kJ/mol
Max |F| ... 1.360 eV Å⁻¹
SMILES ... [H]/N=C/[C@@H]1N=C1C#N
LUMO energy ... -0.2 eV

The geometry in XYZ format:
```
10
C4H3N3 (ωB97M-V/def2-TZVPD)
H 2.46229 -0.42480 0.48886
N 1.48257 -0.36721 0.22447
C 0.99550 0.79081 0.39246
C -0.45904 0.91535 0.08375
N -1.43820 0.10878 0.90569
C -1.07716 -0.39091 -0.18734
C -1.26810 -1.61523 -0.90107
N -1.43748 -2.59454 -1.49670
H 1.56322 1.67445 0.70693
H -0.82360 1.90331 -0.21704
```

Charges in e, computed with Mulliken, in the same order as the atoms: H 0.246; N -0.512; C -0.188; C -0.276; N -0.428; C 0.553; C 0.183; N -0.360; H 0.382; H 0.400

Record 4
Here is a cluster of 2 separate species, H3O5PS in total at a distorted geometry from the OMol25 dataset. Energies are from ωB97M-V/def2-TZVPD.

Multiplicity ... 1
Relative energy (zero: lowest compared OMol25 entry of this formula, charge and spin) ... 231.3 kJ/mol
Max |F| ... 3.857 eV Å⁻¹
LUMO energy ... -0.1 eV

The geometry in XYZ format:
```
10
H3O5PS (ωB97M-V/def2-TZVPD)
O 2.25102 0.59733 0.70705
O 1.54828 -1.21528 -0.62880
O -1.40371 -1.28106 0.70981
O 0.34103 0.83939 -0.84447
O -2.27483 1.05091 0.68884
P -2.02315 -0.31426 -0.20356
S 1.06169 -0.14264 0.47540
H 0.96742 -2.00545 -0.94452
H 1.04090 1.34069 -1.28765
H -1.50866 1.13037 1.32790
```

Charges in e, computed with Mulliken, in the same order as the atoms: O -0.540; O -0.456; O -0.444; O -0.563; O -0.410; P 0.511; S 0.859; H 0.369; H 0.322; H 0.351